Molecular formula: C5H10N2
Method: DFT, ωB97M-V/def2-TZVPD

Results
Energy relative to the best compared isomer or geometry (same formula, charge and spin): 107.11 kcal/mol
Gap between HOMO and LUMO: 8.87 eV
Max |F|: 0.0767 Eh/bohr

Last column: Löwdin charge in e.
Element x y z (Å)
C (-1.9922, 1.4668, 0.1362)  -0.21
C (1.8805, -0.0237, 0.0419)  -0.26
C (-1.6396, 0.1332, -0.4392)  -0.17
C (1.8528, 1.2543, -0.1656)  -0.02
C (2.4332, -2.1718, 0.9311)  -0.12
N (-1.4046, 2.4145, -0.5700)  -0.03
N (1.7289, -1.2099, 0.1198)  0.03
H (-1.7366, 0.1110, -1.5857)  0.09
H (-2.2322, -0.6840, 0.0457)  0.07
H (-0.6000, 0.0930, -0.1399)  0.01
H (-1.3477, 3.2931, -0.0967)  0.06
H (2.5323, 1.8641, -0.7191)  0.04
H (1.0208, 1.7676, 0.5181)  0.10
H (2.3084, -3.1798, 0.6851)  0.03
H (2.1481, -2.0245, 2.0365)  0.11
H (3.6083, -2.1329, 0.8010)  0.12
H (-1.0388, 2.3819, -1.6138)  0.16

---

Molecular formula: C3H2N2S
Method: DFT, ωB97M-V/def2-TZVPD

Results
Energy relative to the best compared isomer or geometry (same formula, charge and spin): 131.09 kcal/mol
Gap between HOMO and LUMO (spin up / spin down): 5.12 / 4.84 eV
Max |F|: 0.0644 Eh/bohr

Last column: Löwdin charge in e.
Element x y z (Å)
C (-0.0265, -0.7176, 0.0249)  -0.22
C (0.1849, 0.5539, -0.0157)  0.30
C (-2.2579, -0.3077, 0.0167)  -0.89
N (-1.3492, -1.1895, 0.0076)  0.10
N (-2.5196, 0.9442, 0.0569)  -0.21
S (-3.9936, -0.0180, -0.0201)  0.76
H (0.7044, -1.5075, 0.0796)  0.12
H (-0.1243, 1.5652, -0.0858)  0.05

---

Molecular formula: C14H17NO
Method: DFT, ωB97M-V/def2-TZVPD

Results
Energy relative to the best compared isomer or geometry (same formula, charge and spin): 93.86 kcal/mol
Gap between HOMO and LUMO: 8.53 eV
Max |F|: 0.1062 Eh/bohr

Last column: Löwdin charge in e.
Element x y z (Å)
C (2.8735, -0.1876, 2.0547)  -0.11
N (3.5576, 0.7137, 1.0620)  -0.14
C (2.8990, 1.2825, -0.0541)  -0.25
C (1.7903, 2.3656, 0.1907)  -0.17
C (0.3553, 1.9828, 0.2747)  -0.19
O (-0.0435, 1.4369, -1.0265)  -0.07
C (-1.1935, 0.6689, -1.0421)  -0.25
C (-2.2980, 1.3145, -1.6174)  -0.03
C (-3.6038, 0.8787, -1.3234)  -0.09
C (-3.7475, -0.4520, -0.8909)  -0.07
C (-2.6434, -1.2638, -0.4953)  -0.12
C (-2.7275, -2.7142, -0.0694)  -0.02
C (-1.5407, -3.4347, -0.1116)  -0.09
C (-0.2014, -2.8395, -0.2118)  -0.09
C (-0.0392, -1.4956, -0.4032)  -0.03
C (-1.2529, -0.7003, -0.7026)  -0.05
H (2.4109, 0.5015, 2.8128)  0.08
H (2.3282, -1.0169, 1.7080)  0.03
H (3.6482, -0.7338, 2.7456)  0.10
H (4.4372, 0.2567, 0.7235)  0.12
H (3.6159, 1.8517, -0.5056)  0.08
H (2.4950, 0.5202, -0.7583)  0.12
H (2.1388, 2.8520, 1.0675)  0.11
H (1.7324, 2.9056, -0.7020)  0.09
H (0.2996, 1.3317, 1.2637)  0.16
H (-0.1999, 2.9494, 0.5089)  0.14
H (-2.2238, 2.3521, -1.9879)  0.12
H (-4.3513, 1.5674, -1.8817)  0.13
H (-4.8146, -0.9004, -0.7651)  0.13
H (-3.7171, -3.0193, 0.0279)  0.07
H (-1.7018, -4.4840, 0.1764)  0.10
H (0.7729, -3.2756, 0.3019)  0.14
H (0.9450, -1.2145, -0.3696)  0.05

---

Molecular formula: C4H7N3O
Method: DFT, ωB97M-V/def2-TZVPD

Results
Energy relative to the best compared isomer or geometry (same formula, charge and spin): 125.65 kcal/mol
Gap between HOMO and LUMO: 9.66 eV
Max |F|: 0.1013 Eh/bohr

Last column: Löwdin charge in e.
Element x y z (Å)
O (-2.6005, -0.1541, -0.1282)  -0.02
C (-1.2545, -0.0135, -0.4362)  -0.27
C (-0.5525, 0.6750, 0.6019)  -0.32
N (0.4564, 1.3862, -0.0204)  0.05
C (1.6384, 0.8285, -0.0948)  -0.20
N (1.8299, -0.4800, -0.0490)  -0.05
N (0.7774, -1.3022, -0.0658)  -0.02
C (-0.3385, -0.7971, 0.5658)  -0.17
H (-3.0435, 0.6258, -0.3720)  0.07
H (-1.1853, 0.3847, -1.5378)  0.19
H (-0.7763, 1.1256, 1.6882)  0.20
H (2.6329, 1.2977, -0.5406)  0.15
H (2.6379, -0.9432, 0.2525)  0.12
H (0.6318, -1.3262, -1.1124)  0.16
H (-0.8536, -1.3072, 1.2488)  0.10

---

Molecular formula: C6H16IN2S
Method: DFT, ωB97M-V/def2-TZVPD

Results
Energy relative to the best compared isomer or geometry (same formula, charge and spin): 0.00 kcal/mol
Gap between HOMO and LUMO: 8.43 eV
Total charge: +1
Max |F|: 0.0863 Eh/bohr

Last column: Löwdin charge in e.
Element x y z (Å)
C (0.7809, 0.4881, -2.4324)  -0.06
C (-1.1792, 1.8544, -1.6597)  -0.13
C (-0.5892, -1.5617, 1.9656)  -0.16
C (-1.2459, -2.1087, -0.2924)  -0.13
C (2.3907, 0.8299, 1.9210)  -0.41
C (0.4442, 1.1601, -0.0751)  -0.90
N (0.0206, 1.1065, -1.3554)  -0.31
N (-1.0596, -1.0507, 0.6855)  -0.25
S (1.9687, 0.4344, 0.2818)  0.94
I (-0.7075, 2.2212, 1.3896)  1.09
H (1.1423, -0.5555, -2.0869)  0.10
H (0.1846, 0.4152, -3.2787)  0.06
H (1.7433, 1.2421, -2.7205)  0.18
H (-1.1719, 2.0494, -2.7062)  0.07
H (-2.1524, 1.1845, -1.4722)  0.15
H (-1.1353, 2.9054, -1.1507)  0.07
H (-1.1318, -2.4373, 2.2424)  0.06
H (0.5125, -2.0956, 1.8536)  0.14
H (-0.4417, -0.8438, 2.7554)  0.05
H (-1.6251, -2.9753, 0.2336)  0.06
H (-2.1985, -1.9831, -0.9260)  0.11
H (-0.2358, -2.2087, -0.8308)  0.10
H (2.6192, 1.8375, 2.2096)  0.06
H (3.2740, 0.1695, 1.9513)  0.06
H (1.7189, 0.4980, 2.6277)  -0.01
H (-1.9258, -0.5759, 0.8701)  0.06

---

Molecular formula: C29H25BrHfN6O6S4Sb
Method: DFT, ωB97M-V/def2-TZVPD

Results
Energy relative to the best compared isomer or geometry (same formula, charge and spin): 0.00 kcal/mol
Gap between HOMO and LUMO: 6.65 eV
Total charge: -1
Max |F|: 0.0094 Eh/bohr

Last column: Löwdin charge in e.
Element x y z (Å)
Hf (-1.2845, -0.5625, 0.2799)  1.18
O (-1.7689, 3.6140, 4.7417)  0.12
C (-2.9407, 3.5642, 4.1218)  -0.51
O (-3.8877, 4.2129, 4.4936)  0.09
C (-3.0302, 2.6601, 2.9510)  -0.05
C (-4.1815, 2.4321, 2.2090)  0.03
N (-3.8689, 1.5493, 1.2533)  0.03
N (-2.5813, 1.2103, 1.3059)  -0.04
C (-2.0580, 1.8602, 2.3273)  -0.19
C (-0.6325, 1.4941, 2.5967)  -0.58
O (-0.0067, 2.0157, 3.5218)  0.07
O (-0.1995, 0.6264, 1.7715)  -0.13
H (-1.0909, 3.0068, 4.3287)  0.07
H (-5.1734, 2.8294, 2.3215)  0.14
H (-4.4364, 1.0840, 0.5497)  0.06
S (-4.1607, -4.0623, -1.8217)  -0.22
Sb (-2.8709, -2.3099, -2.3551)  -0.15
S (-3.4261, -0.3698, -1.0343)  0.02
S (-0.7335, -2.4664, -1.2184)  0.02
S (-2.4378, -1.6347, -4.4649)  -0.23
C (0.6247, -2.5576, 2.9345)  -0.03
O (0.7822, -1.9511, 1.6503)  -0.16
C (1.9566, -2.1526, 1.0173)  -0.22
C (2.8915, -3.1141, 1.3387)  -0.04
C (4.0430, -3.2220, 0.5574)  -0.68
Br (5.3265, -4.5390, 1.0081)  0.73
C (4.2616, -2.4066, -0.5266)  -0.08
C (3.3191, -1.4196, -0.8478)  -0.06
C (2.1800, -1.2802, -0.0667)  -0.21
O (1.2452, -0.3386, -0.2781)  -0.09
C (3.4714, -0.5397, -2.0026)  -0.22
N (2.6145, 0.4085, -2.3019)  0.17
C (3.0846, 0.9801, -3.4690)  -0.19
C (2.5585, 2.0211, -4.2297)  0.00
C (3.2396, 2.3837, -5.3733)  -0.09
C (4.4182, 1.7298, -5.7612)  -0.10
C (4.9523, 0.6944, -5.0193)  -0.02
C (4.2608, 0.3331, -3.8699)  -0.18
N (4.4897, -0.6355, -2.9112)  0.18
H (1.4761, -2.2914, 3.5646)  0.11
H (0.5393, -3.6424, 2.8319)  0.11
H (-0.2989, -2.1644, 3.3431)  0.07
H (2.7329, -3.7866, 2.1686)  0.10
H (5.1624, -2.5301, -1.1082)  0.09
H (1.4411, 0.1438, -1.1315)  0.07
H (1.6391, 2.5011, -3.9292)  0.08
H (2.8538, 3.1814, -5.9929)  0.10
H (4.9175, 2.0399, -6.6696)  0.10
H (5.8574, 0.1896, -5.3254)  0.11
H (5.2228, -1.3184, -2.9102)  0.15
C (-0.1780, 3.4592, 0.1254)  0.02
C (-0.5014, 2.6795, -1.0998)  -0.36
N (-0.6482, 1.3758, -1.2171)  0.00
C (-0.8530, 1.1248, -2.5636)  -0.18
C (-0.8315, 2.2903, -3.2514)  -0.09
N (-0.6168, 3.2742, -2.3084)  0.10
H (0.4794, 2.8802, 0.7714)  0.08
H (-1.0747, 3.7311, 0.6826)  0.08
H (0.3423, 4.3781, -0.1445)  0.08
H (-1.0349, 0.1339, -2.9516)  0.00
H (-0.9740, 2.5043, -4.2935)  0.12
H (-0.5188, 4.2585, -2.4704)  0.15
C (-3.6113, -3.3574, 3.9203)  -0.11
C (-3.2588, -2.0462, 4.2046)  -0.11
C (-2.6502, -1.2645, 3.2291)  -0.16
C (-2.3443, -1.7392, 1.9439)  -0.30
C (-2.7307, -3.0680, 1.6983)  -0.16
C (-3.3489, -3.8584, 2.6566)  -0.10
H (-4.0928, -3.9743, 4.6684)  0.09
H (-3.4582, -1.6267, 5.1837)  0.09
H (-2.3905, -0.2516, 3.5266)  0.08
H (-2.5631, -3.5028, 0.7187)  0.02
H (-3.6347, -4.8713, 2.4014)  0.10

---

Molecular formula: C3H4F2
Method: DFT, ωB97M-V/def2-TZVPD

Results
Energy relative to the best compared isomer or geometry (same formula, charge and spin): 95.00 kcal/mol
Gap between HOMO and LUMO (spin up / spin down): 9.02 / 9.16 eV
Max |F|: 0.0846 Eh/bohr

Last column: Löwdin charge in e.
Element x y z (Å)
C (1.2089, 0.2231, 0.0094)  -0.10
C (0.1367, -0.5070, 0.0025)  0.02
C (-2.0433, 0.4618, 0.6876)  -0.23
F (-1.8351, 1.7432, 0.5295)  0.07
F (-2.2379, 0.2158, 1.9884)  0.05
H (2.1011, 0.1277, -0.5436)  0.03
H (1.4591, 1.0968, 0.5737)  0.04
H (-0.2603, -1.3513, -0.5271)  0.02
H (-2.7360, 0.0758, 0.0073)  0.10

---

Molecular formula: CH12NO4
Method: DFT, ωB97M-V/def2-TZVPD

Results
Energy relative to the best compared isomer or geometry (same formula, charge and spin): 13.60 kcal/mol
Gap between HOMO and LUMO: 10.75 eV
Total charge: +1
Max |F|: 0.0448 Eh/bohr

Last column: Löwdin charge in e.
Element x y z (Å)
C (1.7075, 0.0132, 1.8267)  0.12
N (2.1583, 0.1730, 0.6413)  0.16
H (2.2128, 0.3569, 2.7232)  0.12
H (0.7504, -0.4764, 1.9572)  0.10
H (1.4184, 0.1293, -0.1586)  0.09
H (2.9413, 0.8129, 0.6178)  0.14
H (-0.4721, -3.8782, -1.2354)  0.05
H (-1.8403, -3.2002, -1.0251)  0.07
O (-0.9763, -3.0937, -1.4659)  -0.05
H (0.1568, -1.3975, -1.4942)  0.07
H (-0.4391, -0.0771, -1.0259)  0.06
O (0.3787, -0.6030, -0.9627)  -0.04
H (-1.5821, 1.6065, 2.1902)  0.05
H (-1.2837, 1.6563, 0.7587)  0.00
O (-0.9605, 1.2215, 1.5664)  -0.06
H (-0.8531, 2.8495, -1.5170)  0.08
H (-2.2295, 2.3364, -1.6077)  0.06
O (-1.4518, 2.2224, -1.0782)  -0.03